Version 1
Molecular formula: C12H12
Method: DFT, wB97M-V/def2-TZVPD

The geometry in ORCA input format:
```
! wB97M-V def2-TZVPD RIJCOSX def2/J DEFGRID3
* xyz 0 1
C -1.54975 1.35302 0.39895
C -0.70169 0.68908 1.30223
C -0.32387 -0.61385 1.29399
C -0.82217 -1.42540 0.39429
C -1.87285 -0.91785 -0.47864
C -2.22010 0.44887 -0.47693
C 2.18836 -0.85336 0.02494
C 2.43298 0.51939 0.13324
C 1.53115 1.45926 -0.38176
C 0.34935 1.00345 -0.91740
C 0.09311 -0.38684 -1.03398
C 1.03068 -1.28285 -0.53563
H -1.65378 2.49891 0.58297
H -0.31033 1.22486 2.03950
H 0.46269 -1.06677 1.84311
H -0.80984 -2.48885 0.44199
H -2.48199 -1.58114 -1.00980
H -3.03332 0.86843 -1.08690
H 2.79719 -1.49362 0.60336
H 3.32760 0.86062 0.60816
H 1.76322 2.51385 -0.35786
H -0.35168 1.73748 -1.33457
H -0.75024 -0.69768 -1.54923
H 0.90526 -2.36900 -0.50402
*
```

Properties
**E_HOMO**: -6.9 eV
**Lowest unoccupied orbital energy**: 0.85 eV
**HOMO-LUMO gap**: 7.80 eV

Version 2
Molecular formula: C12H12
Method: DFT, wB97M-V/def2-TZVPD

The geometry in ORCA input format:
```
! wB97M-V def2-TZVPD RIJCOSX def2/J DEFGRID3
* xyz 0 1
C -2.06777 -1.33199 3.03109
C -1.16635 -0.88396 2.01521
C 0.34963 -1.36495 2.24952
C 1.26540 -1.04769 1.41262
C 1.02240 -0.22025 0.20066
C 2.01248 -0.01930 -0.70864
C 1.83059 0.67818 -1.94363
C 0.44699 1.05971 -2.14005
C 0.14490 1.87870 -3.47749
C -0.62612 0.76543 -1.19095
C -0.27700 0.07881 -0.05917
C -1.34600 -0.21404 0.83569
H -1.85289 -0.71771 3.91705
H -2.12994 -2.68309 3.30632
H -2.76759 -0.85880 2.74795
H 0.46586 -2.20809 3.18037
H 2.23681 -1.37398 1.70431
H 3.03632 -0.28604 -0.72430
H 2.52842 1.09490 -2.68497
H -1.03398 2.16520 -3.49448
H 0.76118 1.41750 -4.26757
H 0.72780 2.78541 -3.27286
H -1.40747 1.04238 -1.38376
H -2.15367 0.24368 0.74708
*
```

Properties
**E_HOMO**: -8.2 eV
**Lowest unoccupied orbital energy**: 0.73 eV
**HOMO-LUMO gap**: 8.94 eV

Relative energies, in kcal/mol, with the most stable structure set to zero: version 1 10.0; version 2 0.0.

Version 1
Molecular formula: C19H21N5O2S
Method: DFT, wB97M-V/def2-TZVPD

The geometry in ORCA input format:
```
! wB97M-V def2-TZVPD RIJCOSX def2/J DEFGRID3
* xyz 0 1
C -2.65319 -1.09272 -1.93205
N -2.46951 -1.01359 -0.51275
C -1.63062 -1.77297 0.25067
S -0.60325 -3.02984 -0.39957
C 0.65478 -1.94896 -1.20938
C 0.56789 -0.53208 -0.66715
O 0.10343 0.34812 -1.37541
N 0.97513 -0.30886 0.59042
C 1.46601 -1.27981 1.54088
C 2.86451 -0.83276 2.04760
N 3.16902 0.51900 1.63715
C 3.77908 0.74583 0.39777
C 4.05369 -0.26873 -0.52021
C 4.71008 0.00318 -1.70640
C 5.10912 1.29000 -2.01504
C 4.85149 2.30566 -1.10941
C 4.20227 2.03976 0.07820
C 2.05791 1.37621 1.99667
C 0.82219 1.02692 1.14033
N -1.67212 -1.39802 1.50009
N -2.51885 -0.37524 1.58803
C -2.99642 -0.12987 0.38366
C -3.92103 0.92673 0.10454
C -4.46861 1.83557 0.97646
C -5.30351 2.66497 0.19973
C -5.20603 2.20612 -1.07936
O -4.37479 1.15594 -1.14927
H -3.69184 -0.88622 -2.18183
H -2.38616 -2.09726 -2.26228
H -2.00738 -0.36119 -2.42440
H 1.62447 -2.41452 -1.04747
H 0.44190 -1.91654 -2.27788
H 0.74794 -1.32444 2.36730
H 1.51460 -2.26982 1.09563
H 3.65128 -1.50280 1.70438
H 2.87570 -0.84947 3.14259
H 3.74926 -1.28619 -0.32893
H 4.90132 -0.80364 -2.39963
H 5.61440 1.49930 -2.94537
H 5.16428 3.31647 -1.32764
H 4.03529 2.84602 0.77580
H 2.31743 2.42410 1.86148
H 1.84753 1.21284 3.05683
H -0.09582 1.07017 1.73840
H 0.72440 1.70876 0.29323
H -4.28247 1.88065 2.02844
H -5.89428 3.48867 0.54341
H -5.66083 2.52870 -1.99498
*
```

Properties
**E_HOMO**: -7.8 eV
**Lowest unoccupied orbital energy**: 0.52 eV
**SMILES**: Cn1c(SCC(=O)N2CCN(c3ccccc3)CC2)nnc1-c1ccco1
**HOMO-LUMO gap**: 8.33 eV

Version 2
Molecular formula: C19H21N5O2S
Method: DFT, wB97M-V/def2-TZVPD

The geometry in ORCA input format:
```
! wB97M-V def2-TZVPD RIJCOSX def2/J DEFGRID3
* xyz 0 1
C -4.45967 -1.19756 0.95509
C -3.64529 -0.26509 1.82816
C -2.89968 0.75051 0.93120
C -2.06831 1.66014 1.86828
C -1.51332 2.88739 1.09620
O -0.60822 2.42440 0.06606
C -1.09750 2.15824 -1.18187
N -2.03699 2.99718 -1.65548
C -2.48001 2.76205 -2.84970
N -3.56595 3.43356 -3.17829
N -2.08599 1.81447 -3.65595
C -1.16536 0.97733 -3.21267
N -0.75045 0.04237 -4.09163
C 0.17344 -0.81359 -3.64568
C 0.72006 -0.78718 -2.32025
S 1.94487 -1.98153 -1.87812
C 1.60307 -2.06798 -0.05469
C 2.66154 -2.89020 0.66077
O 2.38324 -4.01738 0.97173
C 3.95553 -2.29620 1.09440
C 4.40275 -1.07887 0.56640
C 5.62366 -0.50238 0.93993
C 6.39938 -1.13973 1.90423
C 5.94590 -2.27685 2.51762
C 4.75172 -2.89514 2.09546
N 0.30733 0.20152 -1.48368
C -0.63326 1.08660 -1.93816
H -5.07955 -1.85244 1.55546
H -5.17585 -0.62437 0.32169
H -3.84447 -1.80975 0.28185
H -2.93122 -0.81834 2.42727
H -4.29619 0.26562 2.55000
H -3.59296 1.33297 0.27662
H -2.26274 0.18565 0.29750
H -2.71198 2.04123 2.68456
H -1.28580 1.02964 2.35045
H -2.37560 3.54312 0.74500
H -0.98548 3.56835 1.79116
H -4.07980 3.80262 -2.38217
H -4.07862 2.90329 -3.90289
H 0.50408 -1.58943 -4.31952
H 1.59667 -1.07270 0.41305
H 0.65005 -2.56315 0.16863
H 3.79530 -0.51443 -0.12622
H 5.96479 0.43907 0.48628
H 7.31036 -0.69571 2.24773
H 6.57934 -2.71300 3.28002
H 4.43717 -3.84432 2.50414
*
```

Properties
**E_HOMO**: -8.4 eV
**Lowest unoccupied orbital energy**: -0.79 eV
**SMILES**: CCCCCOc1nc(N)nc2ncc(SCC(=O)c3ccccc3)nc12
**HOMO-LUMO gap**: 7.63 eV

Relative energies, in kcal/mol, with the most stable structure set to zero: version 1 10.6; version 2 0.0.

Version 1
Molecular formula: C3H6ClN
Method: DFT, wB97M-V/def2-TZVPD

The geometry in ORCA input format:
```
! wB97M-V def2-TZVPD RIJCOSX def2/J DEFGRID3
* xyz 0 1
Cl -0.59676 1.81381 -1.47468
C -0.65768 0.45328 -0.44188
C 0.12004 0.62636 0.91122
N 0.79365 -0.61491 0.60206
C 0.20496 -0.77127 -0.75994
H -1.61789 0.07598 -0.16372
H -0.41273 0.64423 1.85122
H 0.75247 1.46669 0.80144
H 0.93596 -1.36312 1.25497
H 0.87815 -0.65659 -1.62263
H -0.40018 -1.67447 -0.95806
*
```

Properties
**E_HOMO**: -8.6 eV
**Lowest unoccupied orbital energy**: 1.07 eV
**SMILES**: ClC1CNC1
**HOMO-LUMO gap**: 9.66 eV

Version 2
Molecular formula: C3H6ClN
Method: DFT, wB97M-V/def2-TZVPD

The geometry in ORCA input format:
```
! wB97M-V def2-TZVPD RIJCOSX def2/J DEFGRID3
* xyz 0 1
C 1.26465 -0.99469 -0.89818
C 0.49836 0.08687 -0.62122
Cl -0.13894 0.87066 -2.05553
C -0.08149 0.53999 0.73997
N -1.44762 0.27887 0.81590
H 1.40254 -1.33615 -1.97937
H 1.80620 -1.41849 -0.07426
H 0.38449 -0.20665 1.30946
H 0.19054 1.54003 1.21135
H -1.99521 0.71126 1.60503
H -1.88353 -0.07170 -0.05314
*
```

Properties
**E_HOMO**: -8.8 eV
**Lowest unoccupied orbital energy**: 0.99 eV
**SMILES**: C=C(Cl)CN
**HOMO-LUMO gap**: 9.80 eV

Version 3
Molecular formula: C3H6ClN
Method: DFT, wB97M-V/def2-TZVPD

The geometry in ORCA input format:
```
! wB97M-V def2-TZVPD RIJCOSX def2/J DEFGRID3
* xyz 0 1
C -0.23064 -0.76209 0.05444
C -1.50117 -0.01583 0.09017
C 1.21017 0.95133 -0.01743
N 0.24915 -1.83062 -0.22446
Cl 2.86290 0.26587 0.08255
H -2.00260 0.05950 0.98635
H -1.28995 0.91825 -0.33547
H -2.38068 -0.33999 -0.60411
H 0.93910 1.47219 -0.90206
H 0.86245 1.23670 0.91960
H 1.28128 -1.95530 -0.04959
*
```

Properties
**E_HOMO**: -8.0 eV
**Lowest unoccupied orbital energy**: 0.67 eV
**HOMO-LUMO gap**: 8.67 eV

Relative energies, in kcal/mol, with the most stable structure set to zero: version 1 0.0; version 2 4.0; version 3 43.3.

Version 1
Molecular formula: C3H6ClN
Method: DFT, wB97M-V/def2-TZVPD

The geometry in ORCA input format:
```
! wB97M-V def2-TZVPD RIJCOSX def2/J DEFGRID3
* xyz 0 1
C -0.86116 1.06103 0.02729
C 0.15136 0.89785 -1.10176
C 0.48770 0.31042 0.17923
N -0.02625 -2.38630 0.24928
Cl 1.54525 0.36172 1.47256
H -0.87213 2.00862 0.50000
H -1.76149 0.47586 0.26712
H -0.12496 0.23846 -1.95613
H 0.65100 1.95911 -1.28742
H -0.12291 -2.27623 1.25518
H 0.93358 -2.65054 0.39464
*
```

Properties
**E_HOMO (spin up / spin down)**: -8.1 / -8.1 eV
**Lowest unoccupied orbital energy (spin up / spin down)**: -1.32 / -1.32 eV
**HOMO-LUMO gap (spin up / spin down)**: 6.82 / 6.82 eV

Version 2
Molecular formula: C3H6ClN
Method: DFT, wB97M-V/def2-TZVPD

The geometry in ORCA input format:
```
! wB97M-V def2-TZVPD RIJCOSX def2/J DEFGRID3
* xyz 0 1
C 1.75924 0.36512 0.34246
C 0.39462 0.92059 -0.20124
C -0.48534 -0.12544 0.43634
H 1.58853 -1.26784 -0.81982
H 3.57686 0.00722 -1.01794
H 1.41560 0.10357 1.34314
H 2.11932 1.38026 0.85798
H 0.13044 1.61130 -1.17434
H -0.18655 -1.11548 1.26941
N 2.68532 -0.72539 -0.26005
Cl -2.20309 -0.15311 -0.12373
*
```

Properties
**E_HOMO**: -9.2 eV
**Lowest unoccupied orbital energy**: 0.31 eV
**HOMO-LUMO gap**: 9.53 eV

Relative energies, in kcal/mol, with the most stable structure set to zero: version 1 0.0; version 2 31.1.

Version 1
Molecular formula: C6H10N5
Method: DFT, wB97M-V/def2-TZVPD

The geometry in ORCA input format:
```
! wB97M-V def2-TZVPD RIJCOSX def2/J DEFGRID3
* xyz 1 1
C 1.53857 0.10398 1.61169
C 1.54631 -1.62721 0.18287
C 0.13044 0.41451 1.37953
C 0.14759 0.19004 -0.25502
C -0.76098 0.93297 2.12841
C -1.96875 1.46988 2.53905
N 2.08905 -0.95180 1.18893
N 0.73272 -1.00448 -0.60550
N -0.43434 0.97562 -1.13488
N -0.90366 2.13778 -0.84055
N 0.49773 -1.76036 -2.98222
H 2.06757 0.84781 2.28664
H 1.87012 -2.62277 -0.13440
H -2.03440 2.56213 2.41385
H -2.33600 1.27925 3.63832
H -2.83191 1.10122 1.97125
H 0.29691 -2.65241 -3.23261
H -1.33041 2.60335 -1.66661
H 1.30681 -1.40746 -3.57890
H 0.69419 -1.51379 -1.86755
H -0.31757 -1.07826 -3.04232
*
```

Properties
**E_HOMO**: -11.2 eV
**Lowest unoccupied orbital energy**: -5.43 eV
**HOMO-LUMO gap**: 5.75 eV

Version 2
Molecular formula: C6H10N5
Method: DFT, wB97M-V/def2-TZVPD

The geometry in ORCA input format:
```
! wB97M-V def2-TZVPD RIJCOSX def2/J DEFGRID3
* xyz 1 1
C 0.88105 1.37857 -0.33932
C 2.16036 0.98824 0.05808
C -2.16056 0.14279 0.33551
C 0.20134 -0.83910 -0.80686
C -1.98055 -1.34247 0.21531
C -1.44729 0.88659 -0.79694
N -0.73583 -1.66189 -0.47624
N -2.75909 0.63856 1.30785
N -0.06054 0.49642 -0.63492
N 2.37090 -0.24984 0.41794
N 3.55005 -0.71964 0.61094
H 0.63762 2.42726 -0.42550
H 2.95023 1.73666 0.05002
H -1.99708 -1.80467 1.20645
H -2.82076 -1.75766 -0.35541
H -1.81702 0.55005 -1.77012
H -1.56519 1.96726 -0.71634
H -2.84686 1.64781 1.35692
H 3.61463 -1.65580 0.98339
H 4.40255 -0.18538 0.44604
H -0.57797 -2.64375 -0.66681
*
```

Properties
**E_HOMO (spin up / spin down)**: -12.4 / -12.4 eV
**Lowest unoccupied orbital energy (spin up / spin down)**: -4.70 / -4.70 eV
**HOMO-LUMO gap (spin up / spin down)**: 7.75 / 7.75 eV

Relative energies, in kcal/mol, with the most stable structure set to zero: version 1 73.7; version 2 0.0.

Version 1
Molecular formula: C3H6INOS
Method: DFT, wB97M-V/def2-TZVPD

The geometry in ORCA input format:
```
! wB97M-V def2-TZVPD RIJCOSX def2/J DEFGRID3
* xyz 0 1
C 0.03367 1.17545 0.54793
C 0.76100 -0.87209 -0.74305
C -0.33745 -0.29702 0.30838
N 1.37064 1.29775 -0.87234
O 1.04828 0.21059 -1.56590
S -1.94949 -0.31618 -0.55622
I 3.21085 1.43520 0.13969
H -0.76961 1.95361 0.24169
H 0.44546 1.35262 1.55505
H 1.51184 -1.18906 -0.09745
H 0.17611 -1.59998 -1.23042
H -0.13477 -0.82321 1.29292
H -1.64349 0.32833 -1.70116
*
```

Properties
**E_HOMO**: -8.8 eV
**Lowest unoccupied orbital energy**: -0.26 eV
**HOMO-LUMO gap**: 8.58 eV

Version 2
Molecular formula: C3H6INOS
Method: DFT, wB97M-V/def2-TZVPD

The geometry in ORCA input format:
```
! wB97M-V def2-TZVPD RIJCOSX def2/J DEFGRID3
* xyz 0 1
H 1.99022 -2.33549 -0.60620
N 1.44747 -1.48225 -0.47392
C 1.92697 -0.35678 -0.32722
I 3.98679 0.20156 -0.19888
S 0.84665 1.25349 -0.09587
C -0.87662 0.52485 -0.18516
C -1.33032 0.05225 1.11864
O -1.72792 1.43496 -0.83599
H -0.54773 -0.26190 -0.95605
H -0.41559 -0.40515 1.47654
H -1.66717 0.74810 1.91946
H -2.00297 -0.90763 0.92792
H -1.62977 1.53399 -1.76328
*
```

Properties
**E_HOMO**: -9.2 eV
**Lowest unoccupied orbital energy**: 0.12 eV
**SMILES**: [H]/N=C(\I)S[C@@H](C)O
**HOMO-LUMO gap**: 9.34 eV

Relative energies, in kcal/mol, with the most stable structure set to zero: version 1 71.6; version 2 0.0.